Density functional theory data (ωB97M-V/def2-TZVPD) for a 2-piece molecular cluster, C4H11N2 overall.

- HOMO energy (hartree) = -0.52910
- ΔE to the lowest compared entry with this formula, charge and spin (kJ/mol) = 216.9
- gap between HOMO and LUMO (eV) = 11.1
- total charge = +1
- DFT total energy (eV) = -7298.700

Last column: Löwdin charge in e.
Positions of all 17 atoms, in Å:
C (0.45, -1.22, 0.32)  -0.083
C (1.00, -0.06, -0.43)  -0.303
C (2.42, 0.41, -0.20)  -0.026
C (-2.01, 0.63, 0.35)  0.019
N (-2.55, -0.29, -0.42)  0.121
N (0.02, 0.12, 0.62)  -0.018
H (-0.29, -1.85, -0.16)  0.105
H (1.08, -1.73, 1.04)  0.128
H (0.61, 0.12, -1.43)  0.142
H (2.73, 1.10, -0.99)  0.085
H (3.10, -0.44, -0.21)  0.090
H (2.51, 0.92, 0.76)  0.087
H (-2.20, 0.59, 1.41)  0.119
H (-1.76, 1.58, -0.08)  0.120
H (-2.53, -0.22, -1.42)  0.137
H (-2.93, -1.13, -0.03)  0.135
H (0.35, 0.54, 1.49)  0.142

***

Density functional theory data (ωB97M-V/def2-TZVPD) for an isolated ion of composition C4H11N2 and charge +1.

- HOMO energy (hartree) = -0.44007
- ΔE to the lowest compared entry with this formula, charge and spin (kJ/mol) = 133.7
- gap between HOMO and LUMO (eV) = 8.7
- total charge = +1
- DFT total energy (eV) = -7299.562
- SMILES = N/C=C/CC[NH3+]

Last column: Löwdin charge in e.
Positions of all 17 atoms, in Å:
N (-1.80, -1.95, -1.34)  0.081
C (-1.45, -1.08, -0.34)  -0.195
C (-0.59, -0.05, -0.46)  -0.178
C (-0.37, 0.93, 0.69)  -0.182
C (1.06, 1.46, 0.68)  -0.127
N (1.98, 0.28, 0.38)  0.181
H (-1.79, -1.75, -2.33)  0.109
H (-2.38, -2.72, -1.08)  0.096
H (-1.85, -1.44, 0.61)  0.131
H (-0.24, 0.06, -1.49)  0.116
H (-0.57, 0.39, 1.61)  0.120
H (-1.03, 1.78, 0.50)  0.123
H (1.31, 1.83, 1.67)  0.133
H (1.17, 2.15, -0.13)  0.127
H (2.32, -0.08, 1.26)  0.164
H (1.40, -0.39, -0.15)  0.128
H (2.83, 0.60, -0.09)  0.174

***

Density functional theory data (ωB97M-V/def2-TZVPD) for an isolated ion of composition C4H11N2 and charge +1.

- HOMO energy (hartree) = -0.49939
- ΔE to the lowest compared entry with this formula, charge and spin (kJ/mol) = 243.9
- gap between HOMO and LUMO (eV) = 10.0
- total charge = +1
- DFT total energy (eV) = -7298.420
- SMILES = C[C@]1([NH3+])C[C@@H]1N

Last column: Löwdin charge in e.
Positions of all 17 atoms, in Å:
C (0.77, 1.64, 0.22)  0.026
C (0.40, 0.14, -0.01)  -0.360
N (1.50, -0.92, 0.42)  0.235
C (-0.28, -0.45, -1.22)  -0.005
C (-0.93, -0.52, 0.14)  -0.333
N (-2.10, 0.26, 0.44)  0.051
H (1.31, 1.80, -0.70)  0.081
H (1.30, 1.91, 1.12)  0.081
H (-0.25, 2.08, 0.09)  0.109
H (2.12, -0.66, 1.15)  0.142
H (2.03, -1.23, -0.50)  0.224
H (1.03, -1.74, 0.76)  0.135
H (0.12, -1.26, -1.76)  0.102
H (-0.70, 0.34, -1.81)  0.123
H (-0.90, -1.54, 0.64)  0.154
H (-2.80, 0.13, -0.31)  0.098
H (-2.63, 0.02, 1.35)  0.138

***

Density functional theory data (ωB97M-V/def2-TZVPD) for an isolated ion of composition C4H11N2 and charge +1.

- HOMO energy (hartree) = -0.49708
- ΔE to the lowest compared entry with this formula, charge and spin (kJ/mol) = 345.1
- gap between HOMO and LUMO (eV) = 10.0
- total charge = +1
- DFT total energy (eV) = -7297.371
- SMILES = C[NH2+]C[C@@H]1CN1

Last column: Löwdin charge in e.
Positions of all 17 atoms, in Å:
C (2.37, 0.10, 0.25)  0.014
N (1.05, 0.31, -0.40)  -0.002
C (0.10, -0.81, -0.11)  -0.076
C (-1.32, -0.32, -0.64)  -0.211
C (-1.85, 0.92, 0.11)  -0.138
N (-2.54, -0.42, 0.26)  -0.001
H (2.60, -1.05, 0.16)  0.155
H (3.01, 0.74, -0.21)  0.063
H (2.29, 0.21, 1.33)  0.117
H (0.65, 1.21, -0.08)  0.186
H (1.21, 0.14, -1.41)  0.197
H (0.49, -1.68, -0.51)  0.112
H (-0.03, -0.95, 0.89)  0.102
H (-1.62, -0.47, -1.65)  0.125
H (-1.41, 1.26, 1.02)  0.084
H (-2.53, 1.74, -0.24)  0.126
H (-2.47, -0.93, 1.23)  0.146

***

Density functional theory data (ωB97M-V/def2-TZVPD) for C4H11N2 as an isolated structure.

- HOMO energy (hartree) = -0.50650
- ΔE to the lowest compared entry with this formula, charge and spin (kJ/mol) = 239.0
- gap between HOMO and LUMO (eV) = 10.7
- total charge = +1
- DFT total energy (eV) = -7298.471

Last column: Löwdin charge in e.
Positions of all 17 atoms, in Å:
C (-0.18, -2.58, -0.12)  0.056
C (-1.37, -1.97, -0.39)  -0.173
N (-1.57, -0.53, -0.25)  0.053
H (0.77, -2.09, 0.01)  0.043
H (-0.16, -3.69, -0.09)  0.087
H (-2.32, -2.55, -0.60)  0.134
H (-2.05, -0.22, 0.64)  0.178
H (-2.07, -0.25, -1.07)  0.127
C (0.87, 1.95, -0.09)  -0.211
C (1.42, 2.68, 0.91)  0.055
N (0.78, 0.52, -0.12)  0.037
H (0.52, 2.39, -1.03)  0.116
H (1.48, 3.76, 0.84)  0.076
H (1.78, 2.19, 1.82)  0.072
H (1.26, 0.08, 0.69)  0.147
H (-0.46, 0.08, -0.21)  0.079
H (1.29, 0.24, -0.93)  0.123

***

Density functional theory data (ωB97M-V/def2-TZVPD) for a 2-piece molecular cluster, C4H11N2 overall.

- multiplicity = 3
- HOMO energy (alpha / beta) (hartree) = -0.43721 / -0.55966
- ΔE to the lowest compared entry with this formula, charge and spin (kJ/mol) = 204.1
- gap between HOMO and LUMO (alpha / beta) (eV) = 8.7 / 8.9
- total charge = +1
- DFT total energy (eV) = -7294.056

Last column: Löwdin spin population.
Positions of all 17 atoms, in Å:
C (-1.36, -0.18, -0.93)  0.079
C (-1.86, -0.08, 0.51)  0.096
C (-0.43, 0.01, 0.20)  0.608
C (1.85, -0.67, -0.26)  0.003
N (0.64, 1.98, 0.11)  1.009
N (0.65, -0.87, 0.58)  0.061
H (-1.38, -1.12, -1.45)  0.010
H (-1.56, 0.66, -1.58)  0.018
H (-2.41, 0.80, 0.80)  0.017
H (-2.22, -0.97, 1.01)  0.013
H (1.61, -0.88, -1.30)  0.000
H (2.14, 0.38, -0.18)  0.001
H (2.66, -1.31, 0.07)  -0.001
H (0.11, 2.41, -0.64)  0.033
H (0.31, 2.38, 0.99)  0.032
H (0.90, -0.68, 1.56)  0.003
H (0.34, -1.85, 0.52)  0.020

***

Density functional theory data (ωB97M-V/def2-TZVPD) for an isolated ion of composition C4H11N2O and charge -1.

- HOMO energy (hartree) = -0.08731
- ΔE to the lowest compared entry with this formula, charge and spin (kJ/mol) = 105.6
- gap between HOMO and LUMO (eV) = 6.4
- total charge = -1
- DFT total energy (eV) = -9353.396
- SMILES = NC[C@H](N)CC[O-]

Last column: Löwdin charge in e.
Positions of all 18 atoms, in Å:
N (-1.86, 0.71, 1.71)  -0.019
C (-0.87, -0.18, 1.15)  -0.284
C (-0.31, 0.20, -0.24)  -0.448
N (-1.38, 0.48, -1.21)  0.025
C (0.82, -0.72, -0.64)  -0.189
C (2.31, -0.28, -0.28)  -0.592
O (3.23, -0.82, -1.04)  -0.338
H (-2.72, 0.54, 1.25)  0.027
H (-1.65, 1.67, 1.49)  0.055
H (-0.02, -0.25, 1.83)  0.104
H (-1.28, -1.19, 1.07)  0.105
H (0.16, 1.17, 0.00)  0.116
H (-1.04, 1.20, -1.82)  0.058
H (-1.50, -0.34, -1.80)  0.053
H (0.82, -0.89, -1.72)  0.091
H (0.68, -1.72, -0.21)  0.093
H (2.43, -0.45, 0.81)  0.070
H (2.18, 0.86, -0.32)  0.071

***

Density functional theory data (ωB97M-V/def2-TZVPD) for an isolated ion of composition C4H11N2O and charge -1.

- HOMO energy (hartree) = -0.09601
- ΔE to the lowest compared entry with this formula, charge and spin (kJ/mol) = 270.7
- gap between HOMO and LUMO (eV) = 6.8
- total charge = -1
- DFT total energy (eV) = -9351.684
- SMILES = NCC[C@H](N)C[O-]

Last column: Löwdin charge in e.
Positions of all 18 atoms, in Å:
N (1.21, 1.36, -1.91)  -0.047
C (0.97, 0.34, -0.92)  -0.389
C (-0.46, 0.31, -0.65)  -0.202
C (-0.75, -0.59, 0.57)  -0.489
N (-2.12, -0.33, 0.99)  0.000
C (0.28, -0.71, 1.58)  -0.505
O (1.16, 0.30, 1.90)  -0.354
H (2.16, 1.69, -1.71)  0.054
H (1.25, 0.77, -2.81)  0.081
H (1.46, 0.67, 0.03)  0.094
H (1.46, -0.66, -1.21)  0.131
H (-0.97, 0.03, -1.67)  0.125
H (-0.94, 1.28, -0.66)  0.091
H (-0.99, -1.64, 0.18)  0.124
H (-2.04, -0.34, 2.03)  0.068
H (-2.38, 0.60, 0.90)  0.015
H (-0.21, -1.42, 2.35)  0.092
H (0.91, -1.68, 0.99)  0.110

***

Density functional theory data (ωB97M-V/def2-TZVPD) for an isolated ion of composition C4H11N2O and charge -1.

- HOMO energy (hartree) = -0.10638
- ΔE to the lowest compared entry with this formula, charge and spin (kJ/mol) = 81.5
- gap between HOMO and LUMO (eV) = 7.0
- total charge = -1
- DFT total energy (eV) = -9353.646
- SMILES = NCCCNC[O-]

Last column: Löwdin charge in e.
Positions of all 18 atoms, in Å:
N (-0.16, -1.33, -1.39)  -0.002
C (1.21, -1.12, -0.97)  -0.322
C (1.39, -0.94, 0.55)  -0.226
C (0.29, -0.11, 1.15)  -0.302
N (0.30, 1.26, 0.60)  -0.069
C (-1.16, 1.73, 0.25)  -0.544
O (-1.95, 0.79, -0.21)  -0.321
H (-0.57, -2.12, -0.93)  0.056
H (-0.76, -0.52, -1.26)  0.028
H (1.56, -0.22, -1.41)  0.075
H (1.89, -1.90, -1.33)  0.092
H (1.48, -1.93, 1.02)  0.088
H (2.38, -0.53, 0.76)  0.094
H (-0.68, -0.61, 1.10)  0.090
H (0.45, 0.09, 2.21)  0.091
H (0.65, 1.23, -0.35)  0.038
H (-1.50, 2.23, 1.20)  0.066
H (-0.93, 2.56, -0.46)  0.068

***

Density functional theory data (ωB97M-V/def2-TZVPD) for an isolated ion of composition C4H11N2O and charge -2.

- multiplicity = 2
- HOMO energy (alpha / beta) (hartree) = 0.15896 / 0.00644
- ΔE to the lowest compared entry with this formula, charge and spin (kJ/mol) = 119.5
- gap between HOMO and LUMO (alpha / beta) (eV) = 2.9 / 7.0
- total charge = -2
- DFT total energy (eV) = -9348.276

Last column: Löwdin spin population.
Positions of all 18 atoms, in Å:
C (-0.51, 1.71, 1.23)  0.009
O (-1.11, 2.83, 0.69)  0.004
C (-0.50, 0.43, 0.27)  0.010
C (0.56, -0.59, 0.68)  0.170
C (0.97, -1.33, -0.62)  0.275
N (-0.20, -1.93, -1.37)  0.048
N (-0.27, 0.91, -1.15)  0.004
H (-0.95, 1.50, 2.18)  0.003
H (0.63, 1.97, 1.52)  0.004
H (-1.59, 0.05, 0.19)  0.004
H (1.56, -0.25, 1.08)  0.063
H (0.22, -1.38, 1.41)  0.094
H (1.46, -0.66, -1.32)  0.023
H (1.76, -2.14, -0.44)  0.172
H (-1.09, -1.49, -1.25)  0.010
H (-0.55, -2.84, -0.96)  0.102
H (-0.94, 1.76, -1.16)  0.001
H (0.55, 1.44, -0.99)  0.004

***

Density functional theory data (ωB97M-V/def2-TZVPD) for an isolated ion of composition C4H11N2O and charge +1.

- HOMO energy (hartree) = -0.49747
- ΔE to the lowest compared entry with this formula, charge and spin (kJ/mol) = 202.1
- gap between HOMO and LUMO (eV) = 10.0
- total charge = +1
- DFT total energy (eV) = -9346.762
- SMILES = CN(C)C(=O)C[NH3+]

Last column: Löwdin charge in e.
Positions of all 18 atoms, in Å:
C (-1.39, 1.51, 0.73)  -0.040
N (-1.06, 0.36, -0.09)  -0.145
C (-2.03, -0.29, -1.06)  0.018
C (0.17, -0.27, -0.06)  -0.446
O (0.36, -1.29, -0.72)  0.041
C (1.24, 0.14, 0.98)  -0.002
N (2.47, -0.33, 0.15)  0.186
H (-1.36, 2.43, 0.01)  0.145
H (-0.60, 1.61, 1.45)  0.049
H (-2.30, 1.25, 1.33)  0.122
H (-3.03, 0.34, -1.01)  0.143
H (-2.21, -1.28, -0.71)  0.083
H (-1.58, -0.34, -1.98)  0.061
H (1.17, -0.31, 2.03)  0.179
H (1.17, 1.25, 0.96)  0.127
H (2.13, -1.20, -0.32)  0.144
H (2.61, 0.30, -0.61)  0.152
H (3.34, -0.43, 0.70)  0.184

***

Density functional theory data (ωB97M-V/def2-TZVPD) for an isolated ion of composition C4H11N2O and charge +1.

- HOMO energy (hartree) = -0.52667
- ΔE to the lowest compared entry with this formula, charge and spin (kJ/mol) = 431.7
- gap between HOMO and LUMO (eV) = 10.9
- total charge = +1
- DFT total energy (eV) = -9344.383
- SMILES = C[C@@H]1CNO[C@H]1[NH3+]

Last column: Löwdin charge in e.
Positions of all 18 atoms, in Å:
C (1.57, 1.26, 0.56)  -0.028
C (0.68, 0.10, 0.16)  -0.227
C (0.52, 0.10, -1.41)  -0.094
N (-0.85, -0.42, -1.56)  0.014
O (-1.49, 0.41, -0.52)  -0.090
C (-0.83, -0.04, 0.63)  -0.200
N (-1.32, -1.53, 1.00)  0.293
H (1.12, 2.13, 0.22)  0.074
H (2.56, 1.17, 0.21)  0.098
H (1.71, 1.28, 1.56)  0.054
H (1.21, -0.67, 0.67)  0.121
H (0.71, 1.08, -1.66)  0.099
H (1.12, -0.49, -2.01)  0.109
H (-1.34, -0.12, -2.42)  0.157
H (-1.23, 0.68, 1.34)  0.170
H (-0.57, -1.84, 1.64)  0.177
H (-1.45, -1.82, 0.06)  0.129
H (-2.11, -1.27, 1.54)  0.144

***

Density functional theory data (ωB97M-V/def2-TZVPD) for a 2-piece molecular cluster, C4H11N2O overall.

- HOMO energy (alpha / beta) (hartree) = -0.50740 / -0.50743
- ΔE to the lowest compared entry with this formula, charge and spin (kJ/mol) = 428.5
- gap between HOMO and LUMO (alpha / beta) (eV) = 9.1 / 9.1
- total charge = +1
- DFT total energy (eV) = -9344.416

Last column: Löwdin charge in e.
Positions of all 18 atoms, in Å:
C (0.32, -0.94, -1.72)  -0.257
C (-0.70, 1.44, 2.18)  0.003
C (-0.86, 0.53, -0.17)  0.161
C (0.06, 1.14, 0.82)  -0.358
N (0.04, -1.18, -2.92)  0.152
N (1.24, -1.50, -1.00)  0.126
O (0.95, 0.06, 1.32)  -0.087
H (-1.05, 0.49, 2.55)  0.088
H (0.00, 1.82, 2.91)  0.092
H (-1.55, 2.08, 2.18)  0.079
H (-1.53, 1.11, -0.85)  0.103
H (-1.24, -0.46, 0.21)  0.106
H (0.64, 1.85, 0.36)  0.113
H (-0.74, -0.73, -3.48)  0.175
H (0.53, -1.97, -3.34)  0.136
H (1.49, -1.25, 0.01)  0.125
H (1.55, -2.49, -1.32)  0.173
H (0.86, 0.03, 2.26)  0.069

***

Density functional theory data (ωB97M-V/def2-TZVPD) for C4H11N2O as an isolated structure.

- HOMO energy (hartree) = -0.47537
- ΔE to the lowest compared entry with this formula, charge and spin (kJ/mol) = 650.9
- gap between HOMO and LUMO (eV) = 6.6
- total charge = +1
- DFT total energy (eV) = -9342.111

Last column: Löwdin charge in e.
Positions of all 18 atoms, in Å:
O (-0.54, -0.39, -1.36)  0.161
C (-1.13, 0.42, -0.65)  -0.036
C (-0.23, 0.07, 0.40)  0.131
C (1.30, 0.38, 0.20)  -0.051
C (1.55, 1.55, 1.26)  -0.239
N (0.79, 1.26, 2.42)  0.025
N (-1.88, -2.63, -2.30)  0.018
H (-2.11, 0.87, -0.50)  0.185
H (-0.51, -0.90, 0.94)  0.201
H (1.90, -0.46, 0.38)  0.110
H (1.38, 0.71, -0.79)  0.103
H (2.58, 1.56, 1.34)  0.095
H (1.33, 2.55, 0.81)  0.128
H (0.91, 1.96, 3.16)  0.121
H (-0.10, 0.87, 2.36)  0.037
H (-1.56, -3.58, -2.61)  0.056
H (-2.60, -2.20, -2.84)  0.000
H (-1.07, -2.04, -2.23)  -0.045